{
  "formula": "C41H94F12N5O17PS4",
  "method": "the ωB97M-V functional and the def2-TZVPD basis",
  "symbols": ["O", "H", "N", "C", "C", "H", "H", "O", "H", "H", "H", "N", "H", "H", "H", "H", "H", "C", "C", "H", "H", "C", "F", "H", "H", "H", "S", "H", "F", "H", "C", "O", "H", "H", "C", "H", "H", "H", "H", "C", "H", "H", "C", "C", "C", "F", "O", "O", "N", "C", "H", "H", "C", "H", "C", "F", "O", "C", "H", "C", "C", "H", "C", "H", "N", "C", "O", "S", "H", "H", "H", "C", "C", "O", "H", "H", "H", "F", "O", "C", "C", "H", "H", "H", "H", "H", "H", "H", "F", "H", "F", "S", "H", "H", "H", "H", "O", "H", "H", "H", "H", "C", "N", "O", "H", "P", "H", "H", "H", "H", "F", "H", "H", "H", "H", "H", "H", "H", "F", "H", "O", "H", "O", "H", "C", "H", "H", "C", "H", "C", "H", "H", "H", "H", "C", "H", "O", "F", "O", "C", "C", "H", "C", "O", "O", "H", "H", "F", "H", "F", "H", "H", "C", "H", "H", "H", "C", "H", "C", "H", "C", "C", "H", "C", "H", "H", "C", "C", "C", "H", "C", "S", "H", "H"],
  "coordinates": [[1.494558, 4.058131, -4.122564], [1.403928, -3.263379, 1.291486], [-1.269582, 1.438881, -0.437824], [-1.831222, 2.862021, -0.357344], [-0.025272, -5.143389, 2.814336], [-6.733792, -4.838939, -2.759104], [1.676148, 8.291821, 2.643056], [-7.308462, 3.929051, -4.015424], [-3.570972, -3.201179, -0.143884], [-4.715192, -1.829049, 2.854016], [5.266568, -1.049919, -3.188704], [-4.595962, -4.781339, -3.076194], [3.594608, -2.254869, -2.292534], [-5.036082, -2.916389, -2.222794], [0.838038, 6.108751, 3.650846], [-2.842802, 2.642291, -0.015974], [-2.620352, -5.468639, -3.356074], [-1.149602, -4.133259, 2.784076], [2.891838, 6.573151, -0.023814], [0.676928, 0.631511, -0.887354], [1.922608, -5.172629, 3.543366], [-0.148052, 3.117561, -6.818824], [0.842868, -5.651339, -2.445094], [-6.044872, -6.357149, -3.399584], [-0.149722, 4.034491, -7.408174], [-5.396692, -4.852069, -5.044914], [-6.204132, 3.599191, -3.108534], [5.672958, -0.362159, -1.415064], [-4.232662, 3.277261, -4.869824], [-3.432542, -6.404549, -2.045764], [6.984478, -6.796949, 1.493276], [-3.005212, 1.846421, 3.456226], [-5.209462, -3.219709, -4.311754], [2.283568, 0.671991, 4.381456], [1.879538, 7.327541, 2.177336], [1.337428, -0.111009, -5.098614], [2.505438, -1.795759, -0.358004], [0.092678, 7.000731, -0.135554], [7.328408, -5.106979, 2.708316], [3.212078, -1.393349, 3.174026], [0.385368, 4.463831, 2.477326], [-0.183452, -2.234729, 0.110216], [0.611718, 7.949311, 0.001916], [3.839338, -1.325839, -1.777654], [-3.544972, -5.942569, -3.026604], [-1.070202, 6.811641, -3.269454], [-0.815162, -3.588579, -3.864964], [-5.065652, -4.604359, -0.037844], [1.312998, 2.910371, -6.504334], [-5.289512, -1.424169, 3.687276], [-0.123712, 6.842181, 2.296696], [-4.943632, -4.532019, 0.911616], [-1.373612, -0.846289, 0.830446], [-2.961682, 0.610251, -1.383664], [2.466798, 1.865311, 2.628566], [1.846228, -4.120799, -1.159944], [-2.162202, -1.310289, 4.286196], [4.340768, -2.489239, 0.500276], [-3.777542, -4.092679, -4.957994], [-5.872072, -5.506179, -2.740734], [1.887458, -0.634279, 2.705666], [3.078718, 9.258021, -0.518604], [2.033308, -3.863249, 1.948876], [-0.892782, -3.383239, 2.036006], [1.980468, 7.637081, 0.633496], [-0.624442, 5.674001, -3.789074], [0.870668, 5.105011, 1.952956], [1.075978, 5.103171, -3.217134], [2.821988, 6.782721, -1.091194], [-1.406252, 3.504021, 0.414246], [-1.341622, -0.197859, -1.808174], [5.301448, -1.122819, -2.101694], [-1.558722, 0.712661, 0.948976], [0.605648, -1.855799, -2.762874], [4.122108, -0.794069, 3.202406], [-3.311912, -3.176109, -2.559324], [6.650668, -6.529229, 0.490786], [2.233468, -4.197979, -3.267024], [-1.177802, 3.295571, 2.967076], [1.308388, -4.394719, -2.310284], [2.773658, 8.970881, 0.487676], [1.821318, 3.391921, -7.232224], [-6.242712, -1.038399, 3.325786], [-2.003642, -1.247369, 0.036536], [3.556708, 1.878821, 2.624566], [-1.675662, -1.436589, 1.695546], [2.964708, -1.650279, 4.204026], [5.320298, -4.872779, 1.115906], [-2.108232, 2.545461, 6.610686], [0.151988, 8.747571, 0.584606], [-0.315862, 3.307031, 5.825286], [-0.104822, -3.126359, -2.704964], [-0.441322, 2.249351, -7.408994], [6.060308, -1.891799, -1.957164], [2.119648, 1.777321, 1.599076], [-3.013092, -4.742199, -0.638764], [2.003488, 6.221841, -3.353114], [1.583008, 3.395551, -5.660654], [2.752828, 0.904141, -4.638314], [0.319028, 2.275591, -1.576224], [5.363228, -2.184089, 0.722906], [-4.986242, 2.519801, -4.076404], [-4.392762, -0.347749, 4.286996], [-0.961402, -3.046419, -1.510754], [-5.867452, -5.934999, -1.738644], [3.621388, -2.869889, 2.167906], [4.342218, -3.412899, -0.078484], [-1.782302, 3.317761, -1.346284], [2.351678, -4.656919, 1.272986], [2.233308, 9.739601, 1.040116], [-0.544542, 5.855981, -5.107244], [6.809448, -7.832509, 1.784976], [3.573838, -0.415199, 0.070566], [0.754328, 1.029191, 3.483076], [3.721858, 8.814211, 1.001936], [2.429088, 5.595161, 0.108426], [0.968918, 8.286381, -0.971164], [1.708368, -0.548419, 1.633916], [-5.584932, 1.560911, -4.807814], [-1.207412, -3.698309, 3.781866], [-6.637542, 2.780571, -1.899904], [-1.778802, 1.250271, -2.560294], [0.887138, 4.654701, -1.821564], [0.596538, 2.151841, 0.149516], [1.794318, 0.711541, 3.408216], [1.176178, 1.481261, -4.288604], [-0.692952, 3.280601, -5.888994], [-3.906972, -4.118559, -0.627224], [-2.611092, 0.896101, 1.165726], [1.266498, -4.396029, 3.150286], [5.752908, -3.173819, 3.237006], [2.083178, 2.802361, 3.032156], [3.247768, -0.503999, -2.181044], [4.573188, -4.199469, 3.957236], [1.733548, 0.901761, -5.024554], [3.870828, 6.623441, 0.452796], [-0.094152, -1.348809, 0.469056], [-1.415962, 4.670791, -3.561684], [1.906688, 0.846141, -7.482934], [-4.196712, -3.597399, -2.082104], [-1.214002, 2.416561, 5.557896], [8.065928, -6.743629, 1.367896], [5.270258, -5.059649, 2.188606], [-3.037672, 4.167371, 4.350476], [-5.495692, 4.839711, -2.792004], [1.142598, -1.284669, 3.164216], [-3.767122, -6.678319, -3.799534], [-0.821672, 1.177131, 5.373326], [4.398888, -5.708799, 2.274756], [-4.154512, 1.984911, -3.211374], [-4.042192, 0.261531, 3.561756], [1.129818, -3.626029, 3.909576], [4.898438, -3.805569, 2.994346], [-2.853182, 0.140441, 6.749866], [-5.501672, -2.141799, 4.479796], [-0.224462, -6.023749, 3.425406], [-3.043152, -0.902199, 6.495096], [-4.016682, -1.165969, 6.908326], [3.533678, -1.438189, -0.303564], [-2.337752, -1.620959, 6.912116], [0.224388, 1.608771, -0.719194], [1.665528, 1.421911, -6.441274], [-4.786802, 0.336721, 4.916556], [-1.902472, 0.717151, -1.617644], [2.888288, 7.046401, 2.479806], [0.149588, -5.484569, 1.793986], [0.770878, 6.286341, 2.577506], [-4.746342, -4.193859, -4.468814], [6.523908, -5.824199, 2.545596], [-2.137292, -4.454529, 2.453376], [-3.109922, -0.893579, 4.957726], [-2.205712, 3.016441, 3.954126], [6.418368, -6.377589, 3.478726], [-0.967702, 1.197001, 1.726286]],
  "atomic_forces_ev_per_a": [[-0.8, -1.6, -0.8], [0.0, 0.5, 0.1], [1.0, 0.5, 0.2], [-1.1, -1.1, 0.3], [0.0, 0.5, -1.3], [0.2, 0.2, -0.3], [-0.3, -0.1, 0.1], [1.2, -1.5, 0.2], [0.1, 0.2, 0.3], [-0.1, -0.2, 0.3], [0.9, 1.2, 0.0], [0.5, -1.7, 0.7], [-0.7, 0.1, 0.0], [0.0, 0.0, 0.7], [-0.1, 0.8, 0.3], [-0.4, 0.7, -0.5], [0.3, -0.1, 0.3], [-0.2, 0.2, -0.1], [-2.1, 0.2, -0.2], [0.0, 0.1, 0.2], [0.2, 0.2, 0.6], [0.5, 0.4, 0.0], [0.6, 0.5, 0.9], [0.3, 0.4, -0.4], [-0.5, -0.2, 0.0], [0.1, 0.1, 0.0], [-3.6, 1.5, 2.1], [0.3, 1.0, -1.0], [0.1, 0.1, -0.7], [-0.4, 0.3, -0.1], [0.9, -0.3, -0.5], [0.7, 0.3, 1.4], [0.0, -0.1, -0.4], [-0.5, -0.1, 0.3], [0.0, -0.3, -0.9], [0.3, -0.1, 0.4], [-0.4, 0.4, 0.7], [-0.4, 0.3, 0.3], [0.0, 0.2, 0.1], [-0.6, 0.4, -1.2], [-0.5, -0.5, -0.1], [-0.5, -0.1, -0.8], [2.2, -1.2, -0.5], [1.2, -1.6, 0.0], [0.4, 1.7, -1.2], [0.2, -0.6, 0.4], [0.3, -0.4, -0.3], [-0.2, -0.5, 0.4], [-0.1, -0.8, -1.1], [0.3, 0.2, 0.7], [-0.7, -0.3, 0.4], [-0.2, -0.2, 0.1], [-0.2, -0.7, -0.9], [0.1, -0.3, -0.3], [-0.6, -0.4, 0.0], [0.4, -0.5, 1.4], [-3.8, 1.6, 1.2], [-0.9, 0.9, 0.3], [0.0, 0.0, 0.2], [-0.9, 0.2, 0.8], [1.0, -0.6, 1.2], [-0.8, -0.4, -0.2], [0.8, 0.7, -1.0], [0.2, 0.4, 0.3], [1.2, 1.1, 1.2], [1.8, 0.6, -0.5], [0.7, -1.9, -1.6], [2.0, 2.0, 2.4], [0.6, 0.0, -0.1], [0.6, -0.5, -0.1], [-0.3, -0.3, 0.5], [0.1, 0.1, 0.0], [0.7, -1.3, -1.7], [0.5, -0.6, -0.9], [0.0, 0.3, -0.1], [0.2, 0.0, 0.3], [-0.5, -0.4, 0.0], [0.0, -0.4, 0.4], [1.1, 0.1, 0.2], [-2.1, 1.1, -3.3], [0.3, -1.0, 1.4], [0.5, -0.4, -0.6], [0.3, 0.4, 0.1], [-0.6, 0.5, -0.1], [0.0, -0.1, 0.1], [-0.3, 0.9, 0.7], [0.5, -0.5, 0.0], [0.1, 0.4, 0.0], [0.7, -1.4, -0.9], [-0.2, -0.4, -0.1], [1.9, -0.2, -0.1], [0.1, 1.6, 1.6], [-0.4, 0.3, 0.1], [-0.7, -0.9, 0.4], [0.2, 0.3, -0.2], [-0.2, -0.5, 0.0], [-1.2, 0.0, 0.3], [-0.1, 0.5, 1.5], [0.2, -0.2, -0.4], [0.0, -0.1, 0.0], [0.2, 0.0, -0.2], [-1.7, 1.5, 0.1], [0.9, -0.8, 0.0], [-0.2, -1.4, 0.5], [0.5, 0.3, 0.0], [-1.4, 0.0, 0.1], [0.1, -0.1, 0.1], [-0.1, -0.1, 0.2], [0.0, -0.4, 0.2], [-0.1, 0.1, -0.4], [0.0, 0.1, -0.6], [-0.5, 0.0, -0.5], [0.0, -0.2, 0.7], [0.0, -0.3, 0.4], [-0.1, 0.0, 0.2], [0.0, 0.1, 0.2], [-0.8, 0.2, -0.2], [0.2, -0.2, 0.2], [0.5, 0.2, 0.3], [-0.3, 0.3, -0.2], [1.8, 1.1, -2.9], [-0.1, 0.7, 0.4], [-0.5, 0.2, -1.5], [0.3, -0.2, -0.1], [0.8, 0.9, -0.7], [-0.2, 0.2, -0.4], [-0.1, -0.3, -0.2], [0.4, 2.2, -2.1], [0.1, 0.1, -0.1], [1.3, -1.0, 0.7], [0.1, 0.3, -0.3], [0.3, 0.1, -0.1], [0.0, -0.1, -0.1], [-0.4, 0.4, 0.2], [-0.6, -0.3, -0.5], [-0.1, 0.2, -0.3], [1.0, 1.5, 0.8], [-1.5, -0.9, 0.5], [-0.8, 1.4, 2.5], [-0.4, -2.3, -0.5], [-4.3, 2.2, -1.0], [0.2, 0.0, 0.3], [-0.8, -0.3, -0.8], [1.8, -2.2, -0.1], [1.0, -1.6, 0.2], [-0.5, 0.0, -0.5], [-0.5, 0.1, 0.2], [0.7, -0.2, 0.8], [-0.1, -0.4, 0.0], [1.1, -1.4, 0.9], [0.6, 0.8, -0.8], [-0.1, 0.0, 0.1], [0.5, -1.1, 0.5], [0.2, 0.0, 0.4], [0.2, -0.2, -0.3], [0.2, 0.3, 0.2], [-1.4, 0.3, -1.2], [-0.2, 0.2, 0.0], [-0.7, -0.5, -0.2], [0.3, 0.4, -0.5], [-0.9, -0.1, 0.5], [1.3, -0.4, -1.4], [-0.8, 0.0, 0.5], [0.4, 0.1, 0.5], [0.0, -0.2, -0.1], [-0.3, -0.5, -0.1], [0.8, 3.2, 0.3], [0.2, -0.3, 0.7], [0.5, 0.5, 0.9], [0.0, -0.6, 0.3], [3.6, -2.2, -0.3], [-2.4, 0.8, -0.3], [-0.1, 0.2, 0.2], [0.1, 0.0, -0.3]],
  "mulliken_charge": [-0.979, -1.494, 0.861, -0.285, -1.127, 0.422, 0.389, -0.659, -0.178, 0.245, 0.465, 0.074, -0.110, 0.403, 0.433, 0.566, 0.241, -0.534, -0.810, -0.037, 0.394, -0.643, -0.258, 0.412, 0.393, 0.357, 1.119, 0.405, -0.216, 0.352, -1.199, -0.780, 0.391, 0.787, -0.803, 0.295, -0.803, 0.191, 0.323, -1.615, -0.047, -1.079, -0.870, -0.204, -0.763, -0.217, -0.706, -0.528, 0.279, -0.681, 0.364, 0.365, -0.687, 0.362, -1.021, -0.094, -0.229, -1.258, 0.304, -0.997, 1.571, 0.358, 0.602, -0.150, 0.071, 0.555, 0.081, 1.042, 0.389, -0.163, -0.154, -1.741, 0.476, -0.539, 0.595, 0.452, 0.366, -0.242, -0.612, 0.559, -0.918, 0.447, 0.377, 0.113, 0.442, 0.133, 0.618, 0.229, -0.266, 0.299, -0.225, 0.996, 0.303, 0.317, -0.091, 0.264, -0.749, 0.280, 0.340, -0.256, 0.528, 0.476, 0.207, -1.034, 0.351, 0.674, 0.714, -0.018, 1.023, 0.427, -0.248, 0.278, 0.760, -0.711, 0.427, 0.151, 0.532, -0.563, -0.237, 0.225, -0.682, 0.335, -0.378, -0.638, -0.025, -0.092, 0.135, 0.312, 0.513, -0.634, 0.657, 0.312, 0.353, 0.515, -0.222, 0.387, 2.063, -0.125, -0.484, -0.796, 0.625, 0.331, -0.476, -0.676, -0.637, -0.384, 0.411, -0.119, 0.208, -0.224, 0.167, 0.421, -0.783, 0.274, 0.346, 0.399, -1.147, 0.426, 0.508, 0.311, 0.830, 0.189, 0.497, -0.638, 0.401, 0.386, -0.398, -0.779, -0.465, 0.511, 0.340, 0.798, 0.389, -0.960],
  "multiplicity": 1,
  "lumo_energy_ev": -4.646,
  "de_lowest_kj_mol": 0.0,
  "molar_mass_g_mol": 1316.44,
  "gap_ev": 5.49,
  "charge": 2
}